# 1
{
  "formula": "C9H18ClN3P",
  "method": "wB97M-V/def2-TZVPD",
  "species": ["C", "C", "C", "C", "C", "C", "C", "C", "C", "N", "N", "N", "P", "Cl", "H", "H", "H", "H", "H", "H", "H", "H", "H", "H", "H", "H", "H", "H", "H", "H", "H", "H"],
  "positions_angstrom": [[3.56, 0.73, -2.66], [2.34, 0.43, -3.23], [2.02, 1.61, -1.42], [-1.14, -3.14, 1.22], [-3.08, 0.37, 3.45], [4.41, 1.60, -0.59], [0.06, 1.43, -2.75], [-2.15, -2.34, 2.01], [-3.69, -0.49, 2.29], [3.31, 1.42, -1.47], [1.41, 1.05, -2.49], [-2.64, -1.19, 1.56], [-2.27, -0.16, 0.23], [-0.16, -0.53, 0.03], [4.55, 0.45, -2.98], [1.91, -0.06, -4.06], [-1.65, -3.78, 0.55], [-0.44, -2.62, 0.61], [-0.57, -3.80, 1.95], [-2.29, 0.88, 3.02], [-3.94, 1.06, 3.58], [-2.82, -0.09, 4.31], [4.81, 0.65, -0.46], [5.04, 2.21, -1.12], [4.20, 1.88, 0.51], [-0.32, 0.66, -3.54], [-0.51, 1.29, -1.94], [-0.17, 2.43, -3.12], [-2.72, -2.79, 2.93], [1.65, 2.11, -0.53], [-4.31, -1.27, 2.58], [-4.39, -0.02, 1.53]],
  "mulliken_charge": [-0.65, -0.16, -0.20, -1.15, -1.01, -0.84, -0.61, 0.32, -1.05, 0.13, 0.19, 0.17, -0.14, -0.43, 0.44, 0.46, 0.32, 0.30, 0.31, 0.34, 0.31, 0.37, 0.40, 0.37, 0.30, 0.27, 0.13, 0.33, 0.34, 0.40, 0.57, 0.48],
  "total_charge": 1,
  "homo_lumo_gap_ev": [6.8, 6.8],
  "multiplicity": 1,
  "mol_weight_g_mol": 234.69,
  "homo_energy_ha": [-0.346, -0.346]
}

# 2
{
  "formula": "C4H5NO",
  "method": "wB97M-V/def2-TZVPD",
  "species": ["C", "C", "C", "N", "O", "C", "H", "H", "H", "H", "H"],
  "positions_angstrom": [[-0.09, -0.09, 1.63], [-0.23, 0.03, 0.32], [-1.21, -0.39, -0.73], [-0.67, -0.54, -1.87], [0.55, -0.04, -1.86], [0.86, 0.54, -0.52], [-0.89, -0.47, 2.22], [0.95, -0.06, 2.27], [-2.14, -0.84, -0.49], [1.96, 0.25, -0.39], [0.92, 1.60, -0.59]],
  "mulliken_charge": [-0.74, 0.69, -0.44, -0.23, -0.20, -0.46, 0.30, 0.20, 0.40, 0.26, 0.23],
  "e_above_lowest_kcal_mol": 76.2,
  "total_charge": 0,
  "smiles": "C=C1C=NOC1",
  "homo_lumo_gap_ev": 9.7,
  "multiplicity": 1,
  "mol_weight_g_mol": 83.09,
  "homo_energy_ha": -0.330
}

# 3
{
  "formula": "C48H96O20",
  "method": "wB97M-V/def2-TZVPD",
  "species": ["C", "C", "O", "C", "O", "O", "C", "H", "H", "H", "H", "H", "H", "H", "H", "C", "C", "O", "C", "O", "O", "C", "H", "H", "H", "H", "H", "H", "H", "H", "C", "C", "O", "C", "O", "O", "C", "H", "H", "H", "H", "H", "H", "H", "H", "C", "C", "O", "C", "O", "O", "C", "H", "H", "H", "H", "H", "H", "H", "H", "C", "C", "C", "O", "C", "H", "H", "H", "H", "H", "H", "H", "H", "C", "C", "C", "O", "C", "H", "H", "H", "H", "H", "H", "H", "H", "C", "C", "C", "O", "C", "H", "H", "H", "H", "H", "H", "H", "H", "C", "C", "C", "O", "C", "H", "H", "H", "H", "H", "H", "H", "H", "C", "C", "C", "O", "C", "H", "H", "H", "H", "H", "H", "H", "H", "C", "C", "C", "O", "C", "H", "H", "H", "H", "H", "H", "H", "H", "C", "C", "C", "O", "C", "H", "H", "H", "H", "H", "H", "H", "H", "C", "C", "C", "O", "C", "H", "H", "H", "H", "H", "H", "H", "H"],
  "positions_angstrom": [[-5.73, 5.68, -3.72], [-6.84, 4.67, -3.72], [-7.03, 4.20, -5.02], [-6.19, 3.34, -5.60], [-5.17, 2.74, -5.15], [-6.62, 3.20, -6.84], [-5.80, 2.45, -7.71], [-4.76, 5.22, -3.53], [-5.83, 6.24, -2.79], [-5.67, 6.37, -4.56], [-7.76, 5.09, -3.32], [-6.57, 3.90, -3.00], [-5.73, 1.39, -7.46], [-4.81, 2.90, -7.87], [-6.25, 2.39, -8.70], [3.43, 2.13, 8.12], [3.08, 1.31, 9.37], [4.26, 1.08, 10.09], [4.29, 0.14, 11.14], [3.46, -0.76, 11.43], [5.41, 0.43, 11.84], [5.94, -0.62, 12.72], [3.85, 3.10, 8.37], [2.66, 2.27, 7.35], [4.24, 1.66, 7.56], [2.64, 0.34, 9.12], [2.37, 1.88, 9.97], [6.88, -0.28, 13.15], [6.10, -1.56, 12.19], [5.21, -0.74, 13.53], [4.08, 1.02, -6.73], [4.36, -0.41, -6.26], [5.70, -0.82, -6.57], [6.00, -1.33, -7.85], [5.13, -1.48, -8.72], [7.35, -1.49, -7.91], [7.96, -1.80, -9.15], [4.84, 1.70, -6.33], [3.09, 1.32, -6.39], [4.12, 1.06, -7.82], [3.68, -1.06, -6.81], [4.14, -0.49, -5.20], [7.27, -1.97, -9.97], [8.44, -2.77, -9.14], [8.62, -0.98, -9.42], [-5.91, -0.79, 4.62], [-5.07, -2.04, 4.76], [-3.73, -1.81, 5.16], [-2.91, -2.83, 5.48], [-3.23, -3.98, 5.38], [-1.76, -2.39, 5.79], [-0.67, -3.29, 6.14], [-5.75, -0.13, 5.48], [-6.95, -1.02, 4.87], [-5.82, -0.44, 3.59], [-5.06, -2.73, 3.92], [-5.49, -2.62, 5.58], [-0.07, -2.99, 7.00], [-0.06, -3.49, 5.26], [-0.97, -4.31, 6.38], [0.30, 9.36, -1.41], [0.96, 10.17, -2.51], [2.07, 9.27, -3.11], [1.83, 8.04, -2.47], [1.27, 8.25, -1.18], [-0.61, 8.86, -1.75], [0.06, 9.92, -0.51], [1.44, 11.04, -2.08], [0.22, 10.53, -3.23], [3.08, 9.68, -3.04], [1.84, 9.17, -4.17], [2.02, 8.50, -0.43], [0.81, 7.39, -0.69], [-7.89, -2.65, -2.61], [-9.28, -1.99, -2.38], [-10.25, -2.71, -3.32], [-9.40, -3.35, -4.27], [-7.99, -2.98, -4.09], [-7.83, -3.56, -2.01], [-7.04, -2.03, -2.34], [-9.09, -0.95, -2.65], [-9.56, -2.04, -1.33], [-10.89, -1.99, -3.82], [-10.81, -3.49, -2.80], [-7.74, -2.19, -4.79], [-7.27, -3.76, -4.33], [4.73, -5.28, 1.26], [5.26, -6.64, 1.34], [6.52, -6.65, 0.44], [6.07, -5.80, -0.62], [4.98, -4.96, -0.23], [5.11, -4.46, 1.86], [3.70, -5.38, 1.62], [4.55, -7.41, 1.03], [5.61, -6.88, 2.35], [6.77, -7.64, 0.06], [7.40, -6.29, 0.97], [4.20, -5.27, -0.93], [5.36, -3.94, -0.30], [7.58, 1.12, 0.25], [8.30, -0.04, 0.82], [7.73, 0.05, 2.28], [6.39, 0.56, 2.13], [6.22, 1.16, 0.85], [7.48, 1.11, -0.84], [8.01, 2.07, 0.57], [9.38, 0.09, 0.70], [8.10, -0.96, 0.28], [8.25, 0.79, 2.87], [7.73, -0.90, 2.81], [6.01, 2.22, 1.01], [5.50, 0.65, 0.20], [-1.33, -2.77, -7.69], [-0.60, -3.93, -8.35], [-1.13, -5.09, -7.58], [-1.44, -4.61, -6.29], [-1.43, -3.19, -6.23], [-2.35, -2.66, -8.04], [-0.95, -1.75, -7.82], [0.48, -3.83, -8.19], [-0.78, -4.08, -9.41], [-0.59, -6.03, -7.69], [-2.06, -5.32, -8.09], [-0.45, -2.96, -5.80], [-2.29, -2.89, -5.64], [-1.21, -7.04, -0.04], [-1.34, -8.37, 0.66], [-2.76, -8.32, 1.23], [-3.47, -7.45, 0.35], [-2.60, -6.88, -0.63], [-0.41, -7.08, -0.78], [-1.03, -6.29, 0.73], [-0.58, -8.52, 1.43], [-1.20, -9.10, -0.13], [-2.63, -7.73, 2.14], [-3.24, -9.28, 1.41], [-2.91, -5.87, -0.90], [-2.55, -7.52, -1.51], [-0.86, 1.42, 1.31], [-1.57, 1.75, 0.00], [-1.00, 0.72, -0.99], [0.22, 0.19, -0.50], [-0.09, 0.09, 0.89], [-1.55, 1.32, 2.14], [-0.29, 2.28, 1.66], [-1.30, 2.77, -0.27], [-2.65, 1.76, 0.11], [-0.89, 1.07, -2.01], [-1.63, -0.16, -1.07], [0.86, -0.11, 1.39], [-0.60, -0.85, 1.08], [-2.03, 6.24, 7.09], [-1.25, 7.01, 8.09], [-0.92, 8.26, 7.35], [-0.73, 7.80, 6.06], [-1.75, 6.89, 5.76], [-3.09, 6.26, 7.34], [-1.70, 5.22, 6.93], [-0.36, 6.43, 8.35], [-1.75, 7.18, 9.04], [0.01, 8.63, 7.77], [-1.67, 9.04, 7.25], [-1.46, 6.24, 4.94], [-2.61, 7.53, 5.53]],
  "mulliken_charge": [-1.15, -0.16, -0.32, 0.77, -0.59, -0.31, -0.65, 0.31, 0.38, 0.31, 0.34, 0.26, 0.28, 0.30, 0.25, -1.21, -0.12, -0.23, 0.68, -0.57, -0.29, -0.61, 0.30, 0.37, 0.32, 0.29, 0.26, 0.23, 0.29, 0.29, -1.06, -0.18, -0.32, 0.74, -0.58, -0.29, -0.69, 0.28, 0.36, 0.29, 0.26, 0.33, 0.34, 0.27, 0.26, -1.16, -0.27, -0.27, 0.81, -0.58, -0.32, -0.72, 0.32, 0.38, 0.28, 0.35, 0.28, 0.29, 0.29, 0.33, -0.42, -0.51, -0.37, -0.41, -0.48, 0.21, 0.32, 0.25, 0.29, 0.29, 0.24, 0.26, 0.35, -0.51, -0.56, -0.34, -0.42, -0.39, 0.25, 0.35, 0.23, 0.35, 0.23, 0.28, 0.24, 0.29, -0.45, -0.54, -0.44, -0.42, -0.28, 0.28, 0.26, 0.27, 0.33, 0.29, 0.27, 0.25, 0.20, -0.56, -0.46, -0.44, -0.39, -0.38, 0.35, 0.24, 0.29, 0.25, 0.26, 0.28, 0.24, 0.30, -0.60, -0.45, -0.45, -0.39, -0.32, 0.25, 0.36, 0.21, 0.31, 0.33, 0.25, 0.23, 0.26, -0.53, -0.63, -0.35, -0.40, -0.37, 0.31, 0.27, 0.32, 0.30, 0.23, 0.29, 0.30, 0.26, -0.46, -0.37, -0.56, -0.36, -0.49, 0.28, 0.25, 0.19, 0.32, 0.33, 0.29, 0.31, 0.27, -0.39, -0.50, -0.40, -0.39, -0.47, 0.27, 0.24, 0.21, 0.32, 0.27, 0.30, 0.27, 0.27],
  "e_above_lowest_kcal_mol": 106.3,
  "total_charge": 0,
  "smiles": "CCOC(=O)OC.CCOC(=O)OC.CCOC(=O)OC.CCOC(=O)OC.C1CCOC1.C1CCOC1.C1CCOC1.C1CCOC1.C1CCOC1.C1CCOC1.C1CCOC1.C1CCOC1",
  "homo_lumo_gap_ev": 9.3,
  "multiplicity": 1,
  "mol_weight_g_mol": 993.28,
  "homo_energy_ha": -0.337
}

# 4
{
  "formula": "CH4N3",
  "method": "wB97M-V/def2-TZVPD",
  "species": ["C", "N", "N", "N", "H", "H", "H", "H"],
  "positions_angstrom": [[2.50, 0.08, 0.07], [1.41, -0.41, -0.03], [0.30, -1.13, -0.01], [-0.94, -0.31, -0.02], [3.45, 0.49, -0.12], [-0.81, 0.75, 0.08], [-1.66, -0.72, 0.73], [-1.50, -0.25, -0.94]],
  "mulliken_charge": [0.03, 0.24, -0.63, -0.33, 0.49, 0.39, 0.42, 0.40],
  "e_above_lowest_kcal_mol": 102.4,
  "total_charge": 1,
  "homo_lumo_gap_ev": 9.8,
  "multiplicity": 1,
  "mol_weight_g_mol": 58.06,
  "homo_energy_ha": -0.528
}

# 5
{
  "formula": "C10H17N4O2",
  "method": "wB97M-V/def2-TZVPD",
  "species": ["N", "C", "C", "C", "C", "C", "C", "N", "N", "N", "H", "H", "H", "H", "H", "H", "H", "H", "H", "H", "H", "O", "C", "O", "C", "C", "C", "H", "H", "H", "H", "H", "H"],
  "positions_angstrom": [[-1.31, 0.61, 5.12], [-2.10, 0.15, 4.00], [-1.92, 0.90, 2.65], [-0.77, 0.40, 1.85], [-0.88, -0.68, 0.95], [0.21, -1.10, 0.26], [1.43, -0.43, 0.48], [1.54, 0.56, 1.34], [0.45, 0.93, 1.99], [0.62, 2.05, 2.82], [-0.38, 0.22, 5.18], [-1.27, 1.62, 5.21], [-1.88, -0.91, 3.86], [-3.16, 0.21, 4.26], [-2.83, 0.74, 2.05], [-1.81, 1.97, 2.83], [-1.85, -1.14, 0.82], [0.19, -1.90, -0.46], [2.34, -0.70, -0.05], [1.44, 2.54, 2.47], [0.83, 1.72, 3.76], [1.59, -2.10, -2.20], [1.20, -1.45, -3.14], [-0.09, -1.06, -3.23], [-0.32, -0.39, -4.49], [1.06, 0.10, -4.94], [1.98, -0.96, -4.34], [-0.74, -1.13, -5.18], [-1.04, 0.40, -4.32], [1.13, 0.20, -6.01], [1.26, 1.07, -4.49], [2.11, -1.81, -5.01], [2.96, -0.61, -4.04]],
  "mulliken_charge": [-0.52, -0.66, -0.95, 1.06, -0.66, -0.37, -0.34, -1.12, 1.18, -0.79, 0.25, 0.26, 0.40, 0.30, 0.44, 0.41, 0.44, 0.52, 0.57, 0.33, 0.22, -0.62, 0.60, -0.35, -0.44, -0.46, -0.47, 0.28, 0.31, 0.32, 0.26, 0.28, 0.32],
  "e_above_lowest_kcal_mol": 0.0,
  "total_charge": 1,
  "homo_lumo_gap_ev": 8.4,
  "multiplicity": 1,
  "mol_weight_g_mol": 225.27,
  "homo_energy_ha": -0.467
}

# 6
{
  "formula": "C43H33BrNO2Ta",
  "method": "wB97M-V/def2-TZVPD",
  "species": ["Ta", "O", "C", "C", "C", "C", "C", "C", "C", "C", "C", "O", "C", "C", "C", "C", "C", "C", "C", "C", "C", "C", "C", "C", "N", "C", "C", "C", "C", "C", "C", "C", "C", "C", "C", "C", "C", "H", "H", "H", "H", "H", "H", "H", "H", "H", "H", "H", "H", "H", "H", "H", "H", "H", "H", "H", "H", "H", "H", "H", "H", "H", "H", "H", "Br", "C", "C", "C", "C", "C", "C", "C", "C", "C", "C", "H", "H", "H", "H", "H", "H"],
  "positions_angstrom": [[-0.13, -0.28, 1.27], [1.64, 0.10, 1.30], [2.78, 0.98, 1.08], [2.32, 1.77, -0.14], [1.09, 2.57, 0.18], [1.24, 3.93, 0.31], [0.16, 4.72, 0.63], [-1.07, 4.11, 0.75], [-1.19, 2.74, 0.58], [-2.62, 2.25, 0.65], [-2.88, 0.83, 0.24], [-1.89, 0.06, 0.99], [-4.26, 0.38, 0.67], [-5.35, 0.93, 0.00], [-6.64, 0.58, 0.36], [-6.86, -0.32, 1.40], [-5.77, -0.87, 2.06], [-4.48, -0.52, 1.70], [-2.60, 0.51, -1.22], [-2.33, 1.50, -2.17], [-2.08, 1.15, -3.49], [-2.09, -0.18, -3.87], [-2.36, -1.17, -2.93], [-2.62, -0.82, -1.62], [-0.11, 1.93, 0.36], [2.95, 1.86, 2.31], [4.19, 2.44, 2.55], [4.36, 3.31, 3.62], [3.31, 3.59, 4.48], [2.07, 3.01, 4.25], [1.90, 2.15, 3.17], [3.97, 0.08, 0.82], [4.28, -0.90, 1.76], [5.37, -1.73, 1.57], [6.17, -1.58, 0.45], [5.88, -0.61, -0.49], [4.78, 0.23, -0.30], [2.11, 1.07, -0.95], [3.10, 2.44, -0.48], [2.23, 4.36, 0.17], [0.26, 5.79, 0.76], [-1.96, 4.69, 0.94], [-3.23, 2.90, 0.01], [-3.01, 2.41, 1.66], [-5.20, 1.61, -0.83], [-7.48, 1.01, -0.17], [-7.87, -0.59, 1.68], [-5.94, -1.58, 2.86], [-3.64, -0.97, 2.23], [-2.32, 2.55, -1.90], [-1.89, 1.92, -4.22], [-1.91, -0.45, -4.91], [-2.39, -2.21, -3.23], [-2.87, -1.59, -0.90], [5.03, 2.21, 1.90], [5.33, 3.75, 3.80], [3.45, 4.25, 5.32], [1.24, 3.22, 4.92], [0.90, 1.74, 3.01], [3.67, -1.01, 2.65], [5.60, -2.49, 2.31], [7.03, -2.23, 0.30], [6.51, -0.48, -1.36], [4.57, 0.98, -1.05], [-0.41, -1.11, 3.78], [-0.04, -2.97, 3.31], [0.07, -3.82, 4.36], [0.27, -5.19, 4.04], [0.33, -5.59, 2.74], [0.22, -4.66, 1.67], [0.27, -5.08, 0.31], [0.16, -4.18, -0.71], [-0.01, -2.81, -0.42], [-0.06, -2.35, 0.87], [0.03, -3.29, 1.95], [0.00, -3.49, 5.39], [0.37, -5.90, 4.85], [0.48, -6.64, 2.50], [0.41, -6.13, 0.10], [0.20, -4.52, -1.73], [-0.08, -2.12, -1.26]],
  "mulliken_charge": [-1.64, 1.59, 2.70, -1.75, 0.15, -0.43, -1.12, -0.98, 0.50, -1.66, 1.66, 1.08, -0.32, -0.30, -1.01, -0.54, -0.92, -0.13, 0.13, -0.07, -1.07, -0.62, -0.83, -0.37, 0.65, 0.17, -0.49, -0.92, -0.63, -1.11, 0.22, -0.70, -0.38, -1.01, -0.48, -1.06, 0.09, 0.61, 0.61, 0.53, 0.48, 0.59, 0.72, 0.72, 0.39, 0.43, 0.42, 0.45, 0.34, 0.43, 0.49, 0.46, 0.50, 0.57, 0.51, 0.45, 0.45, 0.48, 0.11, 0.41, 0.45, 0.44, 0.46, 0.39, -0.03, 0.99, -0.81, -0.70, -0.94, 1.04, -0.88, -1.18, -0.33, 0.52, 0.12, 0.48, 0.42, 0.46, 0.44, 0.46, 0.67],
  "e_above_lowest_kcal_mol": 29.0,
  "total_charge": 2,
  "homo_lumo_gap_ev": 5.9,
  "multiplicity": 1,
  "mol_weight_g_mol": 856.59,
  "homo_energy_ha": -0.504
}